Entry from OMol25: a structure of composition C17H25F5HfNO3P2 (ωB97M-V with the def2-TZVPD basis set).

Geometry (Å):
C: -3.78485 0.86826 -1.74274
C: -2.68390 0.68019 -0.89827
N: -1.45974 0.38451 -1.38813
C: -1.29984 0.28079 -2.72777
C: -2.35764 0.48206 -3.60381
C: -3.62411 0.78565 -3.12006
C: -2.90763 0.61120 0.61888
P: -1.54088 0.67736 1.81193
Hf: 0.34783 0.26615 0.11563
P: 1.23014 -0.81973 -2.14395
C: 0.02689 -0.05173 -3.34249
O: -3.93885 -2.57063 0.96051
O: -1.47669 -3.18830 -1.25325
H: -4.75072 1.06904 -1.27206
H: -2.19340 0.34191 -4.66851
H: -4.47015 0.96588 -3.77824
C: -1.68023 2.46155 2.24155
C: -2.12213 -0.21647 3.25277
H: -0.08208 -0.76869 -4.17476
H: 0.51636 0.85262 -3.74609
H: -3.33698 -0.37516 0.79181
H: -3.73995 1.26090 0.92187
C: 2.82184 -0.10796 -2.65313
C: 1.28490 -2.55520 -2.68859
H: -0.75884 -2.97634 -0.68846
H: -1.81429 -4.00221 -0.84173
H: -3.17754 -2.39062 0.36280
H: -4.69381 -2.33223 0.37242
H: 0.82945 1.76621 -0.40640
H: 0.39367 -1.32324 0.74519
H: -2.64616 2.55765 2.78774
H: -0.81976 2.79162 2.86503
H: -1.70577 3.04160 1.29014
H: -2.86388 0.38495 3.78775
H: -2.56933 -1.16195 2.93254
H: -1.28719 -0.43385 3.92975
H: 1.53220 -2.62834 -3.76009
H: 2.05681 -3.07104 -2.09479
H: 0.31011 -3.03544 -2.50058
H: 3.14159 -0.46492 -3.64759
H: 2.73825 0.99246 -2.65737
H: 3.58103 -0.39240 -1.90265
F: 6.23390 1.76585 4.07538
C: 5.16757 1.35073 3.38053
C: 5.12895 0.02984 2.91226
F: 6.14568 -0.81993 3.16477
C: 4.03984 -0.38614 2.18327
F: 3.95132 -1.62460 1.65765
C: 2.99504 0.52881 1.92936
O: 1.99189 0.18995 1.18111
C: 3.03222 1.84411 2.44876
F: 1.97017 2.66314 2.20821
C: 4.13001 2.26776 3.15265
F: 4.18871 3.53435 3.61927

energy above the lowest of the compared OMol25 structures with the same formula, charge and spin	0.0	kcal/mol
HOMO energy	-0.3933	Ha
electronic energy	-2173.04236	Eh
multiplicity	1
E_LUMO	-3.509	eV
charge	+1
HOMO-LUMO gap	7.1925	eV

=====

Entry from OMol25: a structure of composition C17H25N2O6S2Tc (ωB97M-V with the def2-TZVPD basis set).

Geometry (Å):
Tc: -1.74854 -1.38063 -0.51691
C: 4.02826 3.65034 0.28850
C: 2.77091 2.94908 0.72555
C: 2.56410 1.59956 0.44205
C: 1.40088 0.96076 0.83751
C: 0.42540 1.66827 1.52626
C: 0.61124 3.00830 1.81986
C: 1.78100 3.63892 1.41859
S: -1.07347 0.82844 1.99673
O: -1.85324 1.77703 2.75312
O: -0.64310 -0.38118 2.66838
N: -1.79061 0.44036 0.63556
C: -2.83107 1.35036 0.17921
C: -3.72723 0.66677 -0.83543
O: -4.74680 1.15790 -1.23225
O: -3.33349 -0.56130 -1.23548
H: 4.76023 2.94318 -0.10029
H: 4.48523 4.19029 1.11862
H: 3.81565 4.37915 -0.49605
H: 3.32747 1.04350 -0.09147
H: 1.23636 -0.08540 0.61107
H: -0.15791 3.54327 2.36052
H: 1.92677 4.68729 1.65262
H: -2.43786 2.24697 -0.31948
H: -3.46062 1.70398 0.99629
N: 0.71239 -3.06554 2.42753
C: -0.27972 -2.75943 1.59395
O: -0.04658 -2.15551 0.52921
C: -1.66590 -3.25490 1.84722
C: -2.66027 -2.37711 1.09211
H: 1.59170 -2.59184 2.29836
H: 0.49186 -3.39184 3.35125
H: -1.86967 -3.30256 2.91805
H: -1.68660 -4.28195 1.46685
H: -3.03164 -1.59021 1.74782
H: -3.49872 -2.97137 0.73211
C: 2.40007 -1.66225 -1.68816
C: 0.98776 -1.92650 -2.15937
O: 0.09453 -0.85565 -1.78235
C: 0.08075 0.19781 -2.76531
C: -0.65852 1.40315 -2.24413
H: 3.04400 -2.48709 -1.99823
H: 2.42494 -1.59646 -0.60168
H: 2.81323 -0.74338 -2.10635
H: 0.59766 -2.83338 -1.70549
H: 0.93293 -2.03990 -3.24524
H: -0.38341 -0.19271 -3.67607
H: 1.12052 0.45117 -2.98357
H: -1.72322 1.19823 -2.13632
H: -0.55295 2.21379 -2.96659
H: -0.24818 1.73030 -1.28851
S: -2.28615 -4.22905 -2.31874
C: -2.03030 -2.91100 -1.54143

energy above the lowest of the compared OMol25 structures with the same formula, charge and spin	0.0	kcal/mol
HOMO energy (spin up / spin down)	-0.2951 / -0.2974	Ha
electronic energy	-2100.90530	Eh
multiplicity	1
E_LUMO (spin up / spin down)	-0.940 / -1.070	eV
HOMO-LUMO gap (spin up / spin down)	7.0900 / 7.0212	eV

=====

Entry from OMol25: a structure of composition C17H25N2O6S2Tc (ωB97M-V with the def2-TZVPD basis set).

Geometry (Å):
Tc: -1.11401 0.21117 -0.82147
C: 3.20297 -5.00427 3.43696
C: 2.87583 -3.72355 2.71891
C: 1.79361 -3.65507 1.85053
C: 1.50104 -2.48897 1.15793
C: 2.30081 -1.36852 1.32945
C: 3.38951 -1.41870 2.19410
C: 3.66428 -2.58742 2.88240
S: 1.95844 0.16259 0.50649
O: 3.21291 0.61387 -0.03718
O: 1.27944 0.99761 1.46676
N: 0.92427 -0.18374 -0.65319
C: 1.45804 -0.98188 -1.76585
C: 0.32186 -1.44405 -2.65132
O: 0.51124 -1.98596 -3.71108
O: -0.90011 -1.24166 -2.16733
H: 2.30742 -5.46977 3.84893
H: 3.90172 -4.83519 4.25496
H: 3.65946 -5.72231 2.75312
H: 1.16767 -4.52858 1.71183
H: 0.65247 -2.45213 0.49018
H: 4.02179 -0.55092 2.32034
H: 4.51067 -2.62388 3.55781
H: 1.95439 -1.88668 -1.39943
H: 2.18898 -0.42882 -2.35651
N: -1.34708 1.66113 -4.67437
C: -1.60799 1.47626 -3.38557
O: -0.66264 1.44308 -2.56765
C: -3.01438 1.36007 -2.87950
C: -3.06529 0.43831 -1.65778
H: -0.38471 1.64708 -4.97554
H: -2.08008 1.60357 -5.35968
H: -3.69293 1.07292 -3.68757
H: -3.28911 2.38593 -2.60354
H: -3.32785 -0.57370 -1.96825
H: -3.82079 0.77843 -0.94759
C: -2.90423 2.10208 2.13280
C: -1.44883 1.99089 1.76429
O: -1.27948 1.97889 0.32736
C: -1.21110 3.29709 -0.27907
C: 0.21596 3.70517 -0.53550
H: -3.00602 2.07765 3.21825
H: -3.47825 1.27076 1.72210
H: -3.34657 3.03434 1.77960
H: -0.98731 1.07598 2.12390
H: -0.84606 2.81997 2.14059
H: -1.71363 3.98413 0.40550
H: -1.80603 3.24586 -1.18914
H: 0.78745 3.72739 0.38968
H: 0.22286 4.70315 -0.98044
H: 0.70753 3.01446 -1.21903
S: -2.49921 -1.84233 1.50108
C: -1.85892 -0.88175 0.48771

⟨S²⟩	2.05
energy above the lowest of the compared OMol25 structures with the same formula, charge and spin	1.6	kcal/mol
HOMO energy (spin up / spin down)	-0.3019 / -0.2845	Ha
electronic energy	-2100.89777	Eh
multiplicity	3
E_LUMO (spin up / spin down)	0.123 / -2.007	eV
HOMO-LUMO gap (spin up / spin down)	8.3379 / 5.7363	eV

=====

Entry from OMol25: an isolated molecule of C17H25N5O (ωB97M-V with the def2-TZVPD basis set).

Geometry (Å):
C: 6.39728 0.38224 -0.64482
H: 7.23945 1.02703 -0.40637
C: 5.08431 1.06272 -0.27852
H: 4.97410 1.98971 -0.84284
C: 3.88837 0.16345 -0.59376
N: 2.62407 0.86914 -0.43870
C: 1.57002 0.29349 -1.25151
C: 0.35544 1.22327 -1.34259
N: -0.56269 1.10712 -0.23013
C: -0.24340 1.56541 1.00468
O: -1.04164 1.57639 1.92455
C: 1.17654 2.05716 1.19289
H: 1.38191 2.90427 0.53706
H: 1.24173 2.40020 2.22671
C: 2.23188 0.97220 0.95627
H: 3.12126 1.24207 1.52683
H: 1.86172 0.00598 1.34116
C: -1.88272 0.53526 -0.46540
H: -1.90020 0.18339 -1.50231
C: -2.17299 -0.66395 0.45687
C: -1.06483 -1.67510 0.38836
C: -0.16919 -1.81087 1.44088
C: 0.87864 -2.71292 1.36260
C: 1.04462 -3.48864 0.22808
C: 0.15197 -3.36527 -0.82384
C: -0.89573 -2.46524 -0.74282
H: -1.59301 -2.37855 -1.56458
H: 0.27262 -3.97257 -1.70909
H: 1.86366 -4.18981 0.16454
H: 1.56776 -2.80997 2.18943
H: -0.29740 -1.20404 2.32570
H: -2.28392 -0.30542 1.47993
H: -3.11143 -1.12412 0.13866
C: -2.95988 1.63409 -0.31500
N: -4.20219 1.25641 -0.90653
N: -5.01171 0.48557 -0.50943
N: -5.89594 -0.18880 -0.34165
H: -3.07808 1.88145 0.74530
H: -2.62956 2.52856 -0.84978
H: -0.19488 0.98676 -2.25447
H: 0.71696 2.25278 -1.42744
H: 1.96501 0.16430 -2.26224
H: 1.24566 -0.69275 -0.87964
H: 3.97048 -0.15042 -1.63730
H: 3.92478 -0.74624 0.02935
H: 5.09962 1.31800 0.78182
H: 6.51076 -0.54872 -0.09341
H: 6.42864 0.15543 -1.70817

energy above the lowest of the compared OMol25 structures with the same formula, charge and spin	72.9	kcal/mol
HOMO energy	-0.3220	Ha
electronic energy	-1011.75998	Eh
multiplicity	1
E_LUMO	0.775	eV
HOMO-LUMO gap	9.5373	eV

=====

Entry from OMol25: an isolated molecule of C17H25N5O2 (ωB97M-V with the def2-TZVPD basis set).

Geometry (Å):
C: -5.68412 -1.89832 0.74254
C: -4.50522 -1.01266 0.53842
N: -3.34100 -1.42071 0.86721
N: -2.25447 -0.65049 0.69311
C: -1.00975 -1.24479 1.13760
C: -0.18287 -1.84983 -0.01628
O: 0.05358 -3.03752 -0.08319
N: 0.23107 -0.92968 -0.89660
C: 1.08309 -1.22262 -2.02549
C: 2.48093 -0.63476 -1.82442
C: 3.27574 -1.38036 -0.71931
N: 3.83433 -0.61730 0.36387
C: 4.90046 0.31396 0.07862
C: 4.44525 1.76243 -0.15328
C: 3.58101 2.22730 1.01632
C: 2.41492 1.26396 1.22400
C: 2.95625 -0.15972 1.41475
C: -2.27639 0.62088 0.15931
O: -1.24198 1.26116 0.00686
C: -3.59738 1.07992 -0.18704
C: -4.05628 2.26568 -0.72133
C: -5.44665 2.14232 -0.85487
C: -5.80815 0.89505 -0.40590
N: -4.69033 0.24521 0.00145
H: -5.34665 -2.83810 1.16682
H: -6.18222 -2.08966 -0.20693
H: -6.39772 -1.43050 1.41957
H: -1.26038 -2.04404 1.83527
H: -0.41612 -0.46968 1.63138
H: 0.00359 0.04446 -0.71592
H: 1.13344 -2.30910 -2.12640
H: 0.62679 -0.80119 -2.92819
H: 2.37056 0.41602 -1.56016
H: 3.01972 -0.68184 -2.77179
H: 2.62285 -2.13153 -0.26773
H: 4.10734 -1.91751 -1.18678
H: 5.45783 -0.04971 -0.78695
H: 5.57704 0.30761 0.94466
H: 3.88032 1.83801 -1.08369
H: 5.32548 2.40174 -0.24798
H: 3.20952 3.23838 0.83462
H: 4.19109 2.25077 1.92337
H: 1.84340 1.55348 2.10834
H: 1.74035 1.30883 0.36829
H: 2.13661 -0.87421 1.51491
H: 3.53503 -0.17822 2.34908
H: -3.44905 3.10953 -0.97708
H: -6.11425 2.88727 -1.23996
H: -6.77659 0.44008 -0.35310

SMILES	Cc1nn(CC(=O)NCCCN2CCCCC2)c(=O)c2cccn12
energy above the lowest of the compared OMol25 structures with the same formula, charge and spin	30.4	kcal/mol
HOMO energy	-0.2811	Ha
electronic energy	-1087.06655	Eh
multiplicity	1
E_LUMO	0.644	eV
HOMO-LUMO gap	8.2926	eV